C6H9Cl2F3O2 | the ωB97M-V functional and the def2-TZVPD basis

CARTESIAN COORDINATES (ANGSTROEM)
C: 2.051 -1.170 0.389
C: 0.752 -0.846 -0.341
O: 0.397 -1.923 -1.209
C: -0.312 -1.596 -2.288
O: -0.640 -0.501 -2.590
C: -0.645 -2.877 -3.043
F: -1.547 -3.598 -2.349
F: -1.169 -2.629 -4.213
F: 0.425 -3.654 -3.159
H: 2.354 -0.355 1.048
H: 2.830 -1.241 -0.369
H: 1.923 -2.016 1.061
H: 0.861 0.099 -0.871
H: -0.084 -0.740 0.352
Cl: -2.602 2.815 0.940
C: -1.590 2.661 2.404
C: -0.174 3.137 2.236
Cl: 0.780 2.096 1.136
H: -1.608 1.609 2.685
H: -2.071 3.232 3.196
H: 0.268 3.364 3.206
H: -0.200 4.130 1.780

Computed properties:
Calculated total energy   -43660.5693 eV
LUMO level   0.6 eV
HOMO-LUMO gap   11.658 eV
Structure (SMILES)   CCOC(=O)C(F)(F)F.ClCCCl
ΔE to the lowest compared entry with this formula, charge and spin   0.0 kJ/mol
HOMO energy   -11.024 eV

=====

C30H74O28Tl | the ωB97M-V functional and the def2-TZVPD basis

CARTESIAN COORDINATES (ANGSTROEM)
Tl: -0.371 -3.960 3.363
C: 2.002 -0.485 0.655
C: 0.959 -1.129 1.482
C: -0.438 -1.289 0.845
O: -1.226 -2.055 1.359
C: -0.770 -0.692 -0.464
C: 0.246 0.044 -1.094
C: 1.669 0.044 -0.598
O: 2.614 0.502 -1.245
O: -0.192 0.500 -2.176
O: 1.100 -1.680 2.540
H: 2.986 -0.317 1.074
H: -1.772 -0.855 -0.841
C: 0.390 -2.771 -3.990
C: 1.349 -1.654 -4.418
O: 2.122 -1.924 -5.600
O: 0.898 -4.056 -4.256
H: -0.565 -2.626 -4.502
H: 0.046 -2.637 -2.954
H: 2.109 -1.498 -3.642
H: 0.899 -0.662 -4.458
H: 2.056 -2.881 -5.721
H: 1.746 -4.116 -3.799
C: -4.162 2.721 0.491
C: -2.862 2.315 -0.207
O: -3.074 2.153 -1.583
O: -4.229 2.367 1.883
H: -5.015 2.330 -0.064
H: -4.328 3.800 0.488
H: -2.378 1.460 0.280
H: -2.201 3.181 -0.063
H: -2.413 1.655 -2.075
H: -3.710 3.027 2.351
C: -0.444 3.602 -4.186
C: -1.148 2.460 -4.890
O: -0.752 2.240 -6.249
O: -0.795 4.898 -4.659
H: 0.634 3.465 -4.310
H: -0.667 3.619 -3.120
H: -2.234 2.555 -4.822
H: -0.770 1.567 -4.381
H: -0.823 1.291 -6.382
H: -0.569 4.982 -5.590
C: -1.565 -5.644 -0.017
C: -0.463 -4.711 -0.475
O: 0.606 -4.745 0.465
O: -2.074 -5.406 1.296
H: -1.291 -6.706 -0.007
H: -2.389 -5.683 -0.740
H: -0.803 -3.688 -0.653
H: -0.119 -5.049 -1.456
H: 1.456 -4.910 0.054
H: -2.808 -5.989 1.499
C: 3.536 -3.362 4.633
C: 3.715 -3.488 3.140
O: 2.862 -4.523 2.605
O: 2.199 -3.153 5.037
H: 4.188 -2.547 4.963
H: 3.985 -4.261 5.073
H: 4.726 -3.709 2.795
H: 3.371 -2.623 2.564
H: 3.289 -4.961 1.869
H: 2.258 -2.712 5.890
C: -3.176 -0.545 -4.359
C: -4.405 0.118 -3.758
O: -5.586 -0.136 -4.485
O: -2.820 -0.270 -5.694
H: -3.187 -1.614 -4.114
H: -2.340 -0.175 -3.747
H: -4.207 1.191 -3.638
H: -4.632 -0.232 -2.748
H: -5.542 0.335 -5.325
H: -3.155 -0.986 -6.244
C: 3.287 0.445 4.855
C: 4.520 0.972 4.086
O: 5.617 0.073 4.217
O: 2.583 1.557 5.405
H: 3.412 -0.270 5.675
H: 2.674 -0.033 4.090
H: 4.902 1.963 4.353
H: 4.205 1.001 3.041
H: 5.782 0.020 5.164
H: 3.098 2.094 6.010
C: 4.188 3.199 0.943
C: 4.235 4.734 0.713
O: 3.601 5.048 -0.523
O: 5.337 2.470 0.512
H: 3.374 2.818 0.327
H: 4.005 3.042 2.009
H: 5.284 5.046 0.731
H: 3.695 5.286 1.485
H: 3.138 5.884 -0.441
H: 6.039 2.731 1.120
C: -4.971 -1.006 0.821
C: -6.315 -1.587 0.483
O: -6.594 -2.779 1.258
O: -3.989 -1.918 0.347
H: -4.950 -0.860 1.904
H: -4.837 -0.078 0.257
H: -6.349 -1.982 -0.537
H: -7.127 -0.876 0.655
H: -7.448 -3.082 0.937
H: -3.103 -1.759 0.685
C: 0.278 2.561 2.173
C: 0.025 2.397 3.701
O: 0.225 1.078 4.123
O: 0.601 3.891 1.788
H: -0.579 2.176 1.622
H: 1.206 1.988 2.024
H: -1.040 2.654 3.781
H: 0.408 3.230 4.293
H: 0.965 1.085 4.759
H: 0.593 3.928 0.826
C: -3.372 -1.776 4.471
C: -2.382 -0.701 4.087
O: -1.105 -1.231 4.345
O: -3.245 -3.016 3.761
H: -4.380 -1.371 4.302
H: -3.369 -1.972 5.549
H: -2.597 0.163 4.718
H: -2.612 -0.484 3.036
H: -0.424 -0.529 4.346
H: -3.768 -3.606 4.314
C: 3.665 3.546 -3.968
C: 3.163 2.219 -4.550
O: 4.263 1.340 -4.784
O: 3.993 3.305 -2.613
H: 2.840 4.269 -3.945
H: 4.548 3.907 -4.497
H: 2.778 2.537 -5.526
H: 2.381 1.778 -3.933
H: 4.280 1.180 -5.729
H: 3.822 3.991 -1.953

Computed properties:
Total charge   +1
Calculated total energy   -94315.1036 eV
LUMO level   -7.5 eV
HOMO-LUMO gap   3.280 eV
ΔE to the lowest compared entry with this formula, charge and spin   151.5 kJ/mol
HOMO energy   -10.817 eV

=====

C6H10 | the ωB97M-V functional and the def2-TZVPD basis

CARTESIAN COORDINATES (ANGSTROEM)
C: 1.157 0.936 1.028
C: 0.374 1.597 -0.099
C: -0.793 0.769 -0.600
C: -1.613 -0.034 0.350
C: -0.974 -0.891 -0.446
C: -0.347 -2.252 -0.334
H: 0.485 0.642 1.838
H: 1.912 1.620 1.425
H: 1.673 0.036 0.674
H: 1.033 1.866 -0.932
H: -0.079 2.532 0.257
H: -1.272 1.160 -1.501
H: -0.401 -0.341 -1.397
H: -0.841 -2.762 0.496
H: -0.475 -2.845 -1.245
H: 0.723 -2.191 -0.109

Computed properties:
Calculated total energy   -6378.9474 eV
LUMO level   0.9 eV
HOMO-LUMO gap   9.561 eV
ΔE to the lowest compared entry with this formula, charge and spin   473.9 kJ/mol
HOMO energy   -8.690 eV

=====

C2F7NS | the ωB97M-V functional and the def2-TZVPD basis

CARTESIAN COORDINATES (ANGSTROEM)
C: 0.074 -1.721 0.240
C: 0.840 1.435 -0.331
N: -1.722 0.217 0.092
F: -0.745 -2.568 0.745
F: 0.132 -1.704 -1.072
F: 1.315 -1.991 0.699
F: 0.241 2.592 -0.492
F: 2.070 1.628 0.193
F: 0.836 0.826 -1.532
F: -2.628 1.117 0.567
S: -0.413 0.168 0.891

Computed properties:
Calculated total energy   -33414.2384 eV
LUMO level (alpha / beta)   -0.2 / -2.6 eV
HOMO-LUMO gap (alpha / beta)   6.608 / 8.770 eV
Expectation value of S²   2.02
Multiplicity   3
HOMO energy (alpha / beta)   -6.765 / -11.401 eV

=====

C32H70N2O5SSi2 | the ωB97M-V functional and the def2-TZVPD basis

CARTESIAN COORDINATES (ANGSTROEM)
C: 0.138 4.658 5.130
C: 0.323 4.494 3.570
O: -0.154 3.231 3.095
C: 0.190 3.031 1.693
Si: -1.434 2.690 0.751
C: -2.476 4.310 0.935
O: -3.488 4.456 -0.078
C: -3.236 5.539 -0.970
C: -1.026 2.534 -1.112
O: -1.946 1.739 -1.878
C: -2.805 2.520 -2.710
O: -2.404 1.453 1.388
Si: -1.658 -0.081 1.503
C: -1.232 -0.863 -0.200
C: 0.242 -0.566 -0.708
C: 1.022 -1.928 -0.874
C: 0.583 -2.745 -2.149
C: 1.621 -2.495 -3.323
C: 1.022 -2.784 -4.750
C: 1.778 -2.092 -5.937
S: 3.515 -2.645 -6.186
C: 4.414 -1.825 -4.856
N: 5.470 -2.266 -4.170
N: 5.722 -1.273 -3.258
C: 4.837 -0.301 -3.420
O: 3.958 -0.591 -4.450
C: -0.161 -0.173 2.680
C: -0.239 -1.529 3.501
C: 0.753 -2.585 2.859
C: 0.121 -1.334 5.021
H: 0.084 5.746 5.406
H: 1.039 4.222 5.645
H: -0.771 4.102 5.466
H: 1.423 4.561 3.371
H: -0.277 5.294 3.053
H: 0.565 4.031 1.328
H: 0.968 2.233 1.578
H: -1.811 5.201 1.067
H: -3.023 4.181 1.916
H: -2.559 6.332 -0.564
H: -2.852 5.237 -1.977
H: -4.229 6.042 -1.154
H: 0.048 2.194 -1.218
H: -1.026 3.589 -1.523
H: -2.304 3.373 -3.231
H: -3.716 2.797 -2.124
H: -3.161 1.826 -3.525
H: -2.681 -0.987 2.081
H: -1.281 -1.978 -0.010
H: -2.031 -0.656 -0.955
H: 0.799 0.186 -0.092
H: 0.147 -0.146 -1.752
H: 2.108 -1.678 -1.001
H: 0.870 -2.603 0.011
H: 0.615 -3.852 -1.947
H: -0.468 -2.520 -2.469
H: 1.910 -1.412 -3.257
H: 2.535 -3.143 -3.209
H: -0.022 -2.348 -4.747
H: 0.890 -3.887 -4.884
H: 1.783 -0.982 -5.811
H: 1.196 -2.321 -6.873
H: 4.724 0.635 -2.846
H: -0.287 0.661 3.425
H: 0.802 -0.026 2.133
H: -1.270 -1.956 3.443
H: 1.262 -3.256 3.590
H: 0.147 -3.182 2.120
H: 1.510 -2.030 2.253
H: -0.653 -0.729 5.559
H: 0.207 -2.365 5.466
H: 1.120 -0.839 5.106
C: -1.220 -7.752 9.075
C: -1.846 -7.743 7.686
C: -0.815 -7.873 6.563
C: 0.203 -6.731 6.489
C: -0.409 -5.339 6.319
C: -1.190 -5.186 5.019
H: -0.535 -6.912 9.214
H: -1.994 -7.675 9.841
H: -0.665 -8.678 9.242
H: -2.440 -6.834 7.554
H: -2.548 -8.579 7.610
H: -1.341 -7.959 5.608
H: -0.270 -8.815 6.689
H: 0.882 -6.927 5.652
H: 0.827 -6.736 7.389
H: 0.401 -4.601 6.329
H: -1.054 -5.097 7.167
H: -0.547 -5.370 4.155
H: -1.590 -4.173 4.934
H: -2.035 -5.877 4.971
C: 2.316 6.223 -7.121
C: 1.169 5.382 -7.668
C: -0.095 5.462 -6.809
C: 0.065 4.938 -5.379
C: 0.532 3.485 -5.278
C: -0.452 2.499 -5.896
H: 2.621 5.890 -6.127
H: 3.187 6.148 -7.775
H: 2.027 7.275 -7.057
H: 1.491 4.342 -7.775
H: 0.926 5.730 -8.676
H: -0.899 4.919 -7.313
H: -0.426 6.506 -6.761
H: -0.897 5.041 -4.864
H: 0.768 5.575 -4.831
H: 0.660 3.234 -4.220
H: 1.515 3.364 -5.743
H: -1.426 2.565 -5.406
H: -0.085 1.476 -5.782
H: -0.591 2.679 -6.964

Computed properties:
Calculated total energy   -74126.5587 eV
LUMO level   0.3 eV
HOMO-LUMO gap   9.396 eV
HOMO energy   -9.066 eV

=====

C2H3N3O3S | the ωB97M-V functional and the def2-TZVPD basis

CARTESIAN COORDINATES (ANGSTROEM)
C: 3.188 -0.107 1.072
N: 3.644 -0.381 0.033
O: 4.093 -0.787 -0.968
H: 2.770 -0.044 2.028
H: -3.539 -1.936 -1.792
N: -2.720 -1.617 -1.269
N: -2.658 -0.688 -0.516
S: -4.180 0.035 0.042
H: -3.526 0.897 0.867
O: 0.530 1.694 1.214
C: 0.973 1.582 0.171
O: 1.423 1.351 -0.882

Computed properties:
Calculated total energy   -23565.9398 eV
LUMO level   0.4 eV
HOMO-LUMO gap   9.695 eV
Structure (SMILES)   C#[N+][O-].[H]/N=N\S.O=C=O
ΔE to the lowest compared entry with this formula, charge and spin   274.0 kJ/mol
HOMO energy   -9.251 eV